The following is a DFT calculation (ωB97M-V with the def2-TZVPD basis set) of the molecule CH5IN2 at a distorted geometry.

Each line ends with the Löwdin charge.
CARTESIAN COORDINATES (ANGSTROEM)
N -1.37998 0.35689 0.55240  -0.03
N -0.04255 0.71463 0.15263  -0.26
C 0.67467 -0.36366 -0.40650  -0.76
I 2.75211 -0.26071 0.14845  0.66
H -1.59032 -0.59042 0.14570  0.08
H -1.54039 0.30248 1.55090  0.06
H 0.05048 1.57202 -0.39671  0.11
H 0.53282 -1.45729 -0.13097  0.04
H 0.54315 -0.27394 -1.61591  0.10

The value obtained for the energy relative to the best compared isomer or geometry (same formula, charge and spin) is 14.24 kcal per mole. Its structure (SMILES) is NNCI. As for the charge: 0. The frontier orbital gap comes out at 9.063 eV. The largest force on an atom is 3.64 eV Å⁻¹. The value obtained for the lowest unoccupied orbital energy is 0.40 eV. The multiplicity is 1. The value obtained for the total energy is -12196.96301 eV.

=====

The following is a DFT calculation (ωB97M-V with the def2-TZVPD basis set) of a structure of composition C3H4O2P at a distorted geometry.

Each line ends with the Löwdin charge.
CARTESIAN COORDINATES (ANGSTROEM)
C -0.83882 -2.07875 0.95446  -0.41
C 0.42393 1.09437 -0.07350  -0.68
C 0.56632 1.90766 -1.11174  -0.04
O 0.65974 -0.31687 -0.46291  -0.41
O 0.11283 1.06483 1.15605  -0.19
P 0.51288 -1.08375 0.98233  0.77
H -0.97882 -2.99702 1.49021  -0.08
H -1.63429 -2.02921 0.07744  0.01
H 0.63766 2.96655 -0.91295  0.02
H 0.53857 1.47219 -2.09938  0.03

The value obtained for the energy relative to the best compared isomer or geometry (same formula, charge and spin) is 28.04 kcal per mole. As for the charge: -1. The frontier orbital gap comes out at 7.890 eV. The largest force on an atom is 3.50 eV Å⁻¹. The value obtained for the lowest unoccupied orbital energy is 4.53 eV. The multiplicity is 1. The value obtained for the total energy is -16559.11918 eV.

=====

The following is a DFT calculation (ωB97M-V with the def2-TZVPD basis set) of the ion C6H16ClN4S with charge +1 at a distorted geometry.

Each line ends with the Löwdin charge.
CARTESIAN COORDINATES (ANGSTROEM)
C -0.59845 -0.93799 -2.55791  -0.07
C -0.14209 -1.49364 -1.17077  -0.43
C -0.73245 -2.80252 -0.94752  -0.09
N -0.83216 -0.48297 -0.27435  0.02
C -0.13995 0.67155 0.29308  -0.57
C 0.45612 1.56398 -0.82313  -0.04
C -1.11031 1.39726 1.23656  -0.36
S -0.27130 2.70257 2.17802  1.01
N 0.98399 1.75956 2.95850  -0.30
N 1.66290 1.20131 1.84892  -0.39
Cl 3.46535 0.60355 2.57427  0.52
N 0.98814 0.10762 1.15516  0.04
H -1.78265 -0.86984 -2.57675  0.13
H -0.17075 0.05245 -2.76782  0.04
H -0.34153 -1.73064 -3.30192  0.08
H 0.94583 -1.33943 -0.97765  0.14
H -0.15635 -3.44146 -0.19976  0.10
H -0.75159 -3.51811 -1.82026  0.11
H -1.75150 -2.73527 -0.43226  0.11
H -1.28054 -0.95494 0.47554  0.08
H 1.38937 1.05417 -1.18520  0.11
H 0.71208 2.56247 -0.56237  0.05
H -0.13010 1.74060 -1.82012  0.13
H -1.87846 1.93905 0.66807  0.11
H -1.55044 0.67453 1.85092  0.07
H 0.64282 0.99033 3.44550  0.06
H 1.80704 1.95377 1.05308  0.17
H 0.56697 -0.66797 1.68017  0.15

The value obtained for the energy relative to the best compared isomer or geometry (same formula, charge and spin) is 0.00 kcal per mole. Its structure (SMILES) is CC(C)N[C@@]1(C)CSN[N@@H+](Cl)N1. As for the charge: +1. The frontier orbital gap comes out at 6.744 eV. The largest force on an atom is 4.50 eV Å⁻¹. The value obtained for the lowest unoccupied orbital energy is -6.35 eV. The multiplicity is 1. The value obtained for the total energy is -35787.72828 eV.

=====

The following is a DFT calculation (ωB97M-V with the def2-TZVPD basis set) of a cluster of 4 separate species, C3H16NO4 in total at a distorted geometry.

Each line ends with the Löwdin charge.
CARTESIAN COORDINATES (ANGSTROEM)
C 2.63299 1.30110 0.26034  -0.06
C 1.96725 -0.16406 -0.13815  -0.40
C 2.04080 -1.01500 1.15748  -0.05
O 0.72188 -0.06216 -0.77019  -0.11
N 1.71899 2.35842 -0.37725  0.15
H 2.85301 1.35745 1.31452  0.11
H 3.59344 1.49918 -0.18932  0.11
H 2.63503 -0.62318 -0.93380  0.16
H 3.06076 -1.14183 1.57467  0.10
H 1.76705 -2.03796 1.02032  0.07
H 1.44272 -0.50253 1.91658  0.07
H -0.08797 0.15614 -0.06894  0.12
H 0.72091 2.39222 0.20461  0.23
H 1.49439 2.12687 -1.37162  0.18
H 2.05192 3.30107 -0.26615  0.14
H -1.17263 0.40226 1.99712  0.06
H -1.71963 0.35677 0.62996  0.00
O -1.00249 0.78029 1.15050  -0.05
H -4.36405 -2.39809 -2.92256  0.10
H -5.71844 -3.09640 -2.45436  0.02
O -4.94400 -2.67021 -2.09464  -0.11
H -3.49277 -0.80931 0.83835  0.09
H -3.18576 -1.09004 -0.56554  0.06
O -3.01338 -0.42098 0.08807  -0.01

The value obtained for the energy relative to the best compared isomer or geometry (same formula, charge and spin) is 38.93 kcal per mole. As for the charge: +1. The frontier orbital gap comes out at 10.763 eV. The largest force on an atom is 4.39 eV Å⁻¹. The value obtained for the lowest unoccupied orbital energy is -3.19 eV. The multiplicity is 1. The value obtained for the total energy is -13043.44859 eV.

=====

The following is a DFT calculation (ωB97M-V with the def2-TZVPD basis set) of a cluster of 2 separate species, C4H12N2 in total at a distorted geometry.

Each line ends with the Löwdin charge.
CARTESIAN COORDINATES (ANGSTROEM)
C 0.77207 1.20414 -1.83441  -0.04
N 0.15504 1.25260 -0.70061  -0.10
C -0.48970 2.54044 -0.48035  -0.15
H 0.77657 0.29672 -2.48613  0.09
H 1.26122 2.11650 -2.02189  0.04
H 0.00471 3.42056 -0.98605  0.09
H -1.51484 2.50353 -0.80320  0.07
H -0.47140 2.57577 0.59168  0.06
C 0.25701 -0.66542 1.69727  -0.14
N 0.61849 -1.74431 0.63166  -0.19
C -0.52689 -2.61925 0.27198  -0.17
H 0.51780 -1.09004 2.65581  0.05
H -0.81202 -0.28091 1.60663  0.08
H 0.89299 0.17478 1.51492  0.03
H 0.94418 -1.14668 -0.19861  0.08
H -1.46165 -2.03861 0.13102  0.06
H -0.26995 -3.13127 -0.66684  0.07
H -0.65362 -3.36856 1.07711  0.07

The value obtained for the energy relative to the best compared isomer or geometry (same formula, charge and spin) is 69.07 kcal per mole. Its structure (SMILES) is C=NC.CNC. As for the charge: 0. The frontier orbital gap comes out at 9.181 eV. The largest force on an atom is 3.77 eV Å⁻¹. The value obtained for the lowest unoccupied orbital energy is 0.68 eV. The multiplicity is 1. The value obtained for the total energy is -7320.03370 eV.

=====

The following is a DFT calculation (ωB97M-V with the def2-TZVPD basis set) of the molecule C4H8N2O.

Each line ends with the Löwdin charge.
CARTESIAN COORDINATES (ANGSTROEM)
C 1.90071 -0.03460 0.48974  -0.12
C 1.38036 -0.88388 -0.62203  -0.03
O 0.27712 -1.61516 -0.13262  -0.06
C -0.86483 -0.89087 -0.08875  -0.47
N -1.96273 -1.22392 0.43586  0.17
C -0.67150 0.42178 -0.83018  -0.22
N -0.82130 1.56102 0.02813  0.04
H 1.15480 0.46487 1.12369  0.07
H 2.63341 0.69204 0.12936  0.08
H 2.42795 -0.77809 1.10568  0.10
H 0.37139 0.34393 -1.26133  0.08
H -1.92257 -2.14021 0.88197  0.07
H -1.29534 0.44251 -1.72935  0.14
H -1.31099 2.32472 -0.41901  0.08
H -1.29648 1.31587 0.88883  0.08

The value obtained for the energy relative to the best compared isomer or geometry (same formula, charge and spin) is 118.67 kcal per mole. As for the charge: 0. The frontier orbital gap comes out at 8.704 eV. The largest force on an atom is 0.53 eV Å⁻¹. The value obtained for the lowest unoccupied orbital energy is 0.10 eV. The multiplicity is 1. The value obtained for the total energy is -9301.24709 eV.

=====

> Look up the frontier orbital gap of the first one.

9.063 eV